DFT (ωB97M-V/def2-TZVPD) results for a single C14H17ClN6O3S2 molecule.

Geometry (Å):
1 C -4.549 -2.022 -2.047
2 N -3.371 -1.973 -1.239
3 N -2.346 -2.822 -1.362
4 N -1.472 -2.502 -0.509
5 N -1.847 -1.454 0.209
6 C -3.038 -1.116 -0.240
7 S -4.043 0.182 0.298
8 C -3.144 0.637 1.814
9 C -1.643 0.784 1.589
10 O -0.840 0.301 2.343
11 N -1.332 1.542 0.502
12 C -0.032 1.674 0.002
13 C 0.785 0.553 -0.110
14 C 2.067 0.690 -0.599
15 S 3.101 -0.769 -0.905
16 O 2.469 -1.495 -1.966
17 O 4.434 -0.278 -1.104
18 N 3.133 -1.741 0.423
19 C 3.588 -1.137 1.657
20 C 2.326 -0.970 2.509
21 C 1.441 -2.149 2.082
22 C 1.999 -2.601 0.717
23 C 2.553 1.922 -0.993
24 C 1.738 3.040 -0.919
25 C 0.450 2.911 -0.427
26 Cl -0.590 4.293 -0.348
27 H -4.506 -2.934 -2.638
28 H -5.436 -2.025 -1.413
29 H -4.589 -1.156 -2.711
30 H -3.315 -0.130 2.569
31 H -3.584 1.580 2.143
32 H -2.039 2.138 0.091
33 H 0.392 -0.408 0.172
34 H 4.101 -0.204 1.429
35 H 4.294 -1.821 2.139
36 H 2.551 -0.991 3.573
37 H 1.830 -0.027 2.284
38 H 0.397 -1.850 2.017
39 H 1.515 -2.964 2.801
40 H 1.279 -2.540 -0.098
41 H 2.359 -3.633 0.766
42 H 3.562 1.984 -1.367
43 H 2.096 4.006 -1.240

Summary:
SMILES: Cn1nnnc1SCC(=O)Nc1cc(S(=O)(=O)N2CCCC2)ccc1Cl
E_tot, Eh: -2354.4895
HOMO-LUMO gap, eV: 9.177
ΔE to the lowest compared entry with this formula, charge and spin, kcal/mol: 0.00
HOMO energy, eV: -9.1073

Atomic partial charges in e from the Löwdin method, atoms 1 to 6: C -0.026; N -0.166; N 0.051; N -0.012; N 0.042; C -0.616